(1)
Density functional theory data (wB97M-V/def2-TZVPD) for a 3-piece molecular cluster, C2H9NO3 overall in a non-equilibrium geometry.

```
15
Properties=species:S:1:pos:R:3:lowdin_charge:R:1
C 0.97985 1.17050 0.57609 -0.3927
C -0.11595 -1.66043 0.83730 -0.0736
N 1.21133 1.07927 -0.74497 0.1412
O -0.09343 1.58283 1.02185 -0.0273
H -1.24306 1.49956 -0.14867 0.0724
H 1.85268 0.98205 1.21729 0.1337
H 2.10801 0.80545 -1.09754 0.1004
H 0.37952 1.14873 -1.33559 0.0859
H -0.45918 -2.69745 0.90845 0.0699
H 0.97399 -1.68076 0.75986 0.0694
H -0.51422 -1.12861 1.70054 0.0802
O -0.84012 -1.10231 -0.38848 -0.1728
O -1.60051 1.22870 -1.14089 -0.1751
H -2.06370 0.38176 -1.00542 0.0156
H -0.57521 -1.60928 -1.15982 0.0729
```

Values from the calculation:
SMILES string = NC=O.CO.O
LUMO = 0.661 eV
HOMO-LUMO gap = 10.45 eV


(2)
Density functional theory data (wB97M-V/def2-TZVPD) for C22H30AsBF2IN6O2Ru as an isolated structure in a non-equilibrium geometry.

```
66
Properties=species:S:1:pos:R:3:lowdin_spin:R:1
Ru -0.64116 0.24154 -0.09776 0.8351
F -1.48586 1.69225 -2.50305 0.0110
B -1.46092 1.95130 -1.12699 0.0179
F -2.67050 2.43316 -0.66352 0.0003
C 2.38879 3.76509 -0.95567 0.0000
As 0.93159 2.94695 -1.86991 0.0016
C 0.36128 4.12389 -3.26995 0.0006
C 1.42730 1.28458 -2.68461 0.0049
O -0.39380 2.89907 -0.77910 0.0098
H 2.86645 4.47815 -1.62619 0.0000
H 3.09368 2.99808 -0.64581 0.0000
H 2.00581 4.26841 -0.07078 0.0000
H 1.11146 4.13619 -4.06035 0.0001
H 0.22843 5.12610 -2.86760 0.0000
H -0.58329 3.74625 -3.65529 0.0000
H 2.50583 1.17056 -2.58540 0.0002
H 1.12761 1.31578 -3.72995 0.0000
H 0.92372 0.47200 -2.16433 0.0041
I -6.78814 -0.87760 0.51422 -0.0001
C -4.76026 -1.06698 0.22738 -0.0003
C -4.06442 -2.20803 -0.10431 -0.0011
N -2.77229 -1.86019 -0.16233 -0.0016
N -2.58515 -0.55575 0.09656 -0.0035
C -3.79363 -0.05837 0.33246 -0.0016
H -4.39156 -3.21528 -0.29621 -0.0001
H -1.95856 -2.37221 -0.49830 0.0004
H -3.92071 0.97741 0.58713 -0.0001
N 2.79308 -0.87000 -0.14001 0.0004
C 2.37904 0.32629 0.43807 0.0003
O 1.35704 0.96491 -0.07869 0.0023
C 3.08439 0.84089 1.61502 -0.0003
C 4.16808 0.13352 2.16863 -0.0001
N 5.03601 -0.51330 2.58724 -0.0002
C 2.68179 2.02283 2.24852 -0.0001
N 2.33719 3.01212 2.75458 -0.0001
H 3.44483 -1.45491 0.35719 0.0000
H 2.08111 -1.34312 -0.68732 0.0003
C 2.00847 -3.86389 -2.36339 0.0003
C 0.48152 -3.77890 -2.24141 0.0066
C -0.15053 -3.92752 -3.63219 0.0026
C -0.01945 -4.90806 -1.33079 0.0038
C 0.09695 -2.47368 -1.67064 0.0468
C -0.18707 -1.36336 -1.24325 0.0171
H 2.29679 -4.79718 -2.85323 -0.0001
H 2.47947 -3.83784 -1.37900 0.0001
H 2.39487 -3.03139 -2.95201 0.0000
H 0.11143 -4.89789 -4.06086 0.0004
H 0.20318 -3.14334 -4.30186 0.0001
H -1.23732 -3.85698 -3.57300 0.0000
H 0.31841 -5.87607 -1.70793 0.0006
H -1.11115 -4.92295 -1.29624 0.0001
H 0.35503 -4.78233 -0.31406 0.0003
C -1.20423 1.73123 6.12321 0.0002
C -1.06358 1.43797 4.65881 0.0008
C -0.78234 2.43095 3.73450 0.0019
C -0.64775 2.10903 2.39478 0.0100
N -0.78443 0.86313 1.93861 0.0261
C -1.06529 -0.10563 2.82440 0.0008
C -1.20177 0.13811 4.17266 -0.0007
H -1.09953 2.79503 6.32788 0.0000
H -0.44344 1.19717 6.69455 0.0000
H -2.17846 1.40446 6.48947 0.0001
H -0.64270 3.45868 4.04191 0.0003
H -0.40539 2.85837 1.65491 0.0014
H -1.16929 -1.10379 2.41857 0.0000
H -1.41664 -0.68493 4.84206 -0.0001
```

Values from the calculation:
2S+1 = 2
LUMO (alpha / beta) = 0.379 / 0.119 eV
<S²> = 0.755
HOMO-LUMO gap (alpha / beta) = 8.16 / 7.72 eV


(3)
Density functional theory data (wB97M-V/def2-TZVPD) for C4H7NO in the gas phase.

```
13
Properties=species:S:1:pos:R:3:lowdin_charge:R:1
C 1.94829 -0.24401 0.41377 -0.0126
C 0.59347 0.41005 0.29513 -0.4134
O 0.36686 1.53421 0.70582 0.0700
C -0.47405 -0.36283 -0.41840 -0.2577
C -1.87621 -0.14933 0.03534 -0.1344
N -1.42574 0.41114 -1.21887 0.0356
H 2.37807 -0.34779 -0.59073 0.0930
H 1.86964 -1.24932 0.84465 0.0882
H 2.61185 0.37331 1.02125 0.0838
H -0.18673 -1.32337 -0.84016 0.1354
H -2.01408 0.52302 0.87946 0.1121
H -2.57996 -0.97399 -0.04595 0.1032
H -1.21141 1.39893 -1.08132 0.0969
```

Values from the calculation:
SMILES string = CC(=O)[C@H]1CN1
LUMO = 1.014 eV
HOMO-LUMO gap = 10.88 eV


(4)
Density functional theory data (wB97M-V/def2-TZVPD) for CHCsF3NO5S2 as an isolated structure in a non-equilibrium geometry.

```
14
Properties=species:S:1:pos:R:3:lowdin_charge:R:1
O 0.67661 -2.42633 -1.28116 -0.7694
Cs -0.11589 0.12338 -2.93460 0.8323
H 0.17198 -2.55741 -0.38609 -0.1155
N -0.61082 -0.66197 1.64616 -0.4101
S -2.09294 0.15617 1.13089 0.5565
O -2.02868 0.09892 -0.39951 -0.7157
O -3.10341 -0.85059 1.64525 -0.6174
S 0.77992 0.08871 1.50936 0.5192
O 0.94590 1.00381 0.34031 -0.4471
O 1.93529 -0.74371 1.91172 -0.3806
C 0.84157 1.37893 2.89846 -0.7068
F -0.25052 2.14789 2.90550 0.0795
F 0.93726 0.79488 4.09502 0.0914
F 1.89618 2.18547 2.74860 0.0837
```

Values from the calculation:
LUMO = 3.222 eV
total charge = -2
HOMO-LUMO gap = 3.24 eV


(5)
Density functional theory data (wB97M-V/def2-TZVPD) for C13H10N3O5PdS2 as an isolated structure.

```
34
Properties=species:S:1:pos:R:3:lowdin_spin:R:1
Pd -0.23024 1.21671 -1.27559 1.3708
O 0.54794 -1.75433 3.45440 0.0005
C -0.53288 -1.00757 3.73930 0.0006
C -1.01571 -1.04866 5.04932 0.0002
C -2.12342 -0.30904 5.41312 0.0000
C -2.78042 0.48776 4.47943 0.0000
C -2.30956 0.52645 3.18131 0.0004
C -1.19134 -0.20771 2.78809 0.0033
C -0.75140 -0.10076 1.36959 0.0061
O -1.43182 0.56952 0.56085 0.0644
N 0.35239 -0.80955 1.04860 0.0022
N 0.66615 -0.59409 -0.23798 0.0402
C 1.32075 -1.44365 -0.92517 -0.0007
C 1.40814 -1.18226 -2.36590 0.0033
C 2.27292 -1.87129 -3.20883 0.0017
C 2.27857 -1.56089 -4.55753 -0.0031
C 1.43384 -0.56821 -5.02942 0.0015
C 0.59781 0.07195 -4.12795 0.0035
N 0.56680 -0.25138 -2.84053 0.0673
H 0.74305 -1.61136 2.48838 0.0003
H -0.49288 -1.67200 5.76336 0.0000
H -2.47827 -0.35109 6.43622 0.0000
H -3.64529 1.07158 4.76547 0.0000
H -2.78696 1.13643 2.42581 0.0002
H 1.71599 -2.36283 -0.49745 0.0009
H 2.93641 -2.62262 -2.80093 0.0006
H 2.94806 -2.07913 -5.23252 -0.0002
H 1.42280 -0.28359 -6.07202 0.0005
H -0.06692 0.87668 -4.42122 0.0009
O 0.50756 5.04715 -2.20690 0.0156
S 0.25174 3.68341 -1.83466 0.0041
O 1.27202 2.69894 -2.31439 0.1122
O 0.06177 3.43093 -0.38456 0.0850
S -1.46759 2.87450 -2.62968 0.2179
```

Values from the calculation:
2S+1 = 3
LUMO (alpha / beta) = 2.110 / 2.148 eV
<S²> = 2.008
total charge = -1
HOMO-LUMO gap (alpha / beta) = 7.00 / 7.13 eV


(6)
Density functional theory data (wB97M-V/def2-TZVPD) for a 2-piece molecular cluster, C3H11NOS2 overall in a non-equilibrium geometry.

```
18
Properties=species:S:1:pos:R:3:lowdin_charge:R:1
S 0.64719 1.69589 2.47032 0.3489
S 1.90051 2.12656 0.84805 0.4550
C 0.89841 1.62760 -0.52195 -0.6460
C 0.94342 0.12329 -0.79787 -0.2766
C 0.17399 -0.33039 -2.04074 -0.2855
N -0.67322 -1.51762 -1.82644 -0.0162
H 1.32099 0.62103 2.80939 -0.2242
H -0.14661 1.88025 -0.30889 0.0692
H 1.07914 2.30123 -1.36652 0.0768
H 1.93541 -0.32326 -0.79859 0.1059
H 0.35837 -0.24582 0.04800 0.0830
H -0.49303 0.48041 -2.34804 0.1066
H 0.83803 -0.52874 -2.87869 0.0989
H -1.64902 -1.28266 -1.83298 0.0528
H -0.40742 -1.95662 -0.94915 0.0552
H -1.52038 -1.75616 2.96819 0.0315
H -3.00005 -1.68094 3.12073 0.0246
O -2.20574 -1.23406 3.40519 -0.0601
```

Values from the calculation:
SMILES string = NCCCSS.O
LUMO = 0.375 eV
HOMO-LUMO gap = 9.23 eV